14
Properties=species:S:1:pos:R:3 method="wB97M-V/def2-TZVPD" e_lumo_ev=-0.514 de_lowest_kcal_mol=69.61 smiles="C/C=C/S.C=S"
H 1.64 1.84 -1.29
C 0.79 0.64 0.49
C 1.26 -0.48 -0.05
S 1.20 2.21 -0.04
S -2.23 1.04 0.91
H -2.32 1.37 -1.54
C -2.77 1.02 -0.62
H 1.98 -2.44 0.32
H 0.21 -2.30 -0.03
C 1.00 -1.84 0.51
H -3.72 0.37 -0.83
H 2.14 -0.36 -0.68
H 0.21 0.82 1.32
H 0.61 -1.89 1.52

=====

22
Properties=species:S:1:pos:R:3 method="wB97M-V/def2-TZVPD" e_lumo_ev=0.839 de_lowest_kcal_mol=108.95
H 0.62 0.80 1.90
H -0.22 -1.48 1.29
H 1.88 -0.99 -1.81
H -3.74 0.06 0.03
C 0.16 -1.35 0.29
O -0.75 2.50 0.03
C 2.19 -0.36 -0.97
N -1.73 0.45 0.22
C -2.80 -0.43 -0.21
C -0.33 -0.17 -0.53
C -1.43 1.50 -0.54
H -2.71 -1.38 0.32
H 2.51 0.61 -1.36
C 1.07 -0.18 0.04
H 2.25 0.10 1.80
H 1.83 1.62 0.96
H -2.80 -0.64 -1.29
H 0.32 -2.28 -0.24
C 1.47 0.63 1.25
H 3.05 -0.83 -0.50
H -0.39 2.23 0.91
H -0.43 -0.40 -1.59

=====

57
Properties=species:S:1:pos:R:3 method="wB97M-V/def2-TZVPD" e_lumo_ev=0.400 de_lowest_kcal_mol=37.26 smiles="CC(=O)Nc1ccc(S(=O)(=O)NCCS(=O)(=O)N2CCN(c3ccccc3)CC2)cc1"
H 4.98 -4.11 -1.68
C 3.40 1.45 0.06
C 5.30 -1.69 1.28
C 3.35 0.53 1.29
H -3.56 -2.02 -0.58
H 1.06 3.15 0.85
C 1.81 0.00 -1.05
O -5.27 -3.27 -1.07
H 3.16 -2.59 -1.18
C 5.08 -3.43 -0.84
H 1.05 -0.50 0.88
O 0.47 2.22 -2.24
C 4.13 -1.66 0.52
H -8.13 -3.13 0.13
N -6.14 -1.37 -0.15
C -2.63 -0.25 0.18
C 0.94 3.73 -0.06
S -1.44 2.04 1.10
S 1.56 2.67 -1.42
H 4.29 0.60 1.84
H 1.57 4.61 -0.05
C -6.22 -2.61 -0.72
C 4.04 -2.56 -0.55
H -1.62 -0.58 -0.01
H 1.56 -1.92 -0.05
H 3.55 2.49 0.34
C -5.01 -0.61 0.14
C 6.24 -3.43 -0.09
C -4.11 1.44 1.03
H 4.23 1.14 -0.60
N 2.14 1.35 -0.63
H 7.23 -2.54 1.59
C -7.65 -3.08 -0.85
N -1.37 2.90 -0.34
H -0.89 4.67 0.57
C 6.34 -2.55 0.98
O -0.27 1.22 1.29
C -5.20 0.65 0.72
H -1.07 2.31 -1.11
H 7.05 -4.10 -0.33
H -6.20 0.99 0.94
H -7.66 -4.07 -1.30
H 2.53 0.86 1.94
N 3.08 -0.83 0.89
C 1.81 -0.89 0.20
C -0.53 4.07 -0.27
H 0.83 0.04 -1.52
H 2.55 -0.36 -1.79
O -1.75 2.98 2.14
C -3.71 -1.05 -0.13
C -2.84 0.99 0.76
H -8.21 -2.39 -1.48
O 2.62 3.39 -2.06
H -0.65 4.63 -1.20
H 5.40 -1.04 2.14
H -7.01 -0.93 0.10
H -4.23 2.41 1.49

=====

21
Properties=species:S:1:pos:R:3 method="wB97M-V/def2-TZVPD" spin_multiplicity=3 e_lumo_ev="0.764 / -2.296" de_lowest_kcal_mol=0.00 s_squared=2.01
H 2.00 -1.88 1.53
Si -0.58 -0.84 0.85
N -1.19 0.21 -1.07
Si 0.88 1.47 2.19
H -0.48 1.42 2.89
H -2.66 -1.12 -1.18
H 0.15 -0.83 -3.13
Si 0.07 0.43 -2.27
N 0.86 -0.14 1.53
H -1.86 -0.49 1.70
H 2.15 -1.04 0.02
H 0.68 2.81 1.33
C -2.36 -0.17 -1.66
H -0.62 -2.29 0.57
H 2.07 1.47 2.98
H 1.39 0.65 -1.55
H -0.06 1.61 -3.10
H 2.90 -0.40 1.57
C 2.11 -0.88 1.15
H -2.20 -0.54 -2.69
H -3.24 0.55 -1.64

=====

17
Properties=species:S:1:pos:R:3 method="wB97M-V/def2-TZVPD" e_lumo_ev=0.768 de_lowest_kcal_mol=53.71 smiles="C=CCNC(O)(O)O"
O -2.21 -0.08 1.66
H 3.88 -1.01 -0.23
C -1.75 0.26 0.40
C 0.64 0.26 -0.44
C 1.84 -0.62 -0.59
O -1.68 1.64 0.26
H -3.17 0.02 1.65
H -0.15 -0.86 1.10
H 0.27 0.57 -1.42
H 3.23 0.57 0.45
N -0.45 -0.48 0.21
H 1.67 -1.54 -1.14
H -2.03 1.85 -0.61
C 3.04 -0.35 -0.09
H -1.59 -1.07 -0.70
O -2.44 -0.31 -0.63
H 0.90 1.17 0.12

=====

7
Properties=species:S:1:pos:R:3 method="wB97M-V/def2-TZVPD" spin_multiplicity=4 e_lumo_ev="-7.968 / -7.736" s_squared=3.76 charge=+1
C 0.16 -0.93 0.69
V -0.26 3.32 -2.18
Cl -1.55 -1.07 0.33
Cl 0.63 -2.27 1.73
F -0.28 1.28 -1.90
H 0.77 -0.95 -0.21
Cl 0.53 0.63 1.53